Molecular formula: C3H10NO
Method: DFT, ωB97M-V with the def2-TZVPD basis set

Geometry as ORCA input:
```
! wB97M-V def2-TZVPD RIJCOSX def2/J DEFGRID3
* xyz 1 1
H 1.0218 2.5608 -1.0899
H -2.6782 -0.2603 1.3400
H -1.1210 -0.2533 -0.7264
H 1.0816 0.6012 0.0141
C -1.6233 -0.4922 1.3208
C -1.1576 -1.0849 -0.0193
H -1.8985 -1.8040 -0.3687
H -1.3813 -1.0372 2.2254
H 2.5583 2.3798 -1.8738
H 0.1512 -2.2037 0.8825
C 1.7809 0.8308 -0.7733
H 2.2795 -0.0219 -1.2219
N 1.8779 2.0226 -1.2123
O 0.1387 -1.6612 0.0813
H -1.0300 0.4235 1.4216
*
```

Computed properties:
- E_LUMO: -5.901 eV
- Energy: -6802.42595 eV
- Energy above the lowest of the compared OMol25 structures with the same formula, charge and spin: 1.885 eV
- Orbital gap: 8.08 eV

***

Molecular formula: C8H13BiNO3S
Method: DFT, ωB97M-V with the def2-TZVPD basis set

Geometry as ORCA input:
```
! wB97M-V def2-TZVPD RIJCOSX def2/J DEFGRID3
* xyz -1 1
C -1.3221 -0.1218 3.6245
S -0.2137 1.2168 3.1498
O 1.1926 0.6554 3.1593
C -0.4368 -3.2007 -0.8499
H 0.5393 3.4798 -0.5737
H 1.2558 -2.6751 -2.2197
Bi 1.5012 1.1582 0.6520
H -1.3945 -0.7927 2.7557
H -0.4608 -1.3023 -0.2812
H 1.8093 -3.4342 -0.5912
C 0.5489 2.5396 -1.0818
H -2.2918 0.3475 3.8272
C -0.5949 1.6610 -1.1908
C 1.3724 2.1931 -2.2339
O -0.4695 2.3552 3.9853
H -1.4510 1.7003 -0.5574
H 1.0609 0.7851 -3.9484
O -0.5463 1.4015 1.6190
C 1.0424 -2.9350 -1.1697
C -0.4320 0.8228 -2.3075
N 0.1958 -2.1020 -0.3424
H -1.1766 -3.1913 -1.7187
H 2.3282 2.6287 -2.4430
H -1.1979 0.1876 -2.7192
C 0.7731 1.1624 -2.9627
H -0.9190 -0.6147 4.5228
H -0.7128 -3.9253 -0.1043
*
```

Computed properties:
- E_LUMO: 3.076 eV
- Energy: -32811.73916 eV
- Energy above the lowest of the compared OMol25 structures with the same formula, charge and spin: 0.000 eV
- Orbital gap: 5.04 eV

***

Molecular formula: C39H47F4HgN4O3
Method: DFT, ωB97M-V with the def2-TZVPD basis set

Geometry as ORCA input:
```
! wB97M-V def2-TZVPD RIJCOSX def2/J DEFGRID3
* xyz -2 2
C 4.1877 0.4711 -1.4839
C 0.7774 -2.7964 3.2239
C -0.2713 4.8010 -2.3012
O 1.2780 -1.2806 -0.2954
H -0.2886 -2.4628 -1.7729
H 0.0378 -3.5967 3.3188
H -1.2513 -4.8825 1.8577
C -1.6561 -3.1040 0.7329
C 3.7894 0.1007 4.8187
O 0.6145 0.8679 -2.1442
H -1.2335 -1.0073 3.1123
H 1.3055 4.6407 2.4226
H -1.5980 -2.0877 4.4610
H 2.9058 -1.8696 1.4050
C 2.3897 -0.7664 -0.3365
C -2.0324 -2.4105 -3.0360
C -0.9596 -1.2590 4.1347
C -3.4332 1.1010 -2.8258
C 3.6498 1.2525 4.0508
H 4.4534 1.9837 4.0190
C 3.8144 2.0006 -3.2732
C -0.7018 -3.0222 -2.6116
C -3.5648 -5.1043 3.3282
H 0.0422 -3.0034 -3.4058
C -4.0419 -3.0047 2.0133
H 1.7737 -3.2238 3.3651
C 2.4405 2.5121 0.9973
C 1.4350 0.5602 3.3133
H -4.1514 -0.8809 -3.2105
H 1.5788 1.9167 0.6950
C 0.5027 -1.6851 4.2377
H 4.1922 2.6966 -4.0169
H 3.3474 1.9744 0.7121
H 5.7761 1.5166 -2.4696
H 3.2974 3.3653 2.7572
H 1.1035 3.7654 3.9514
C 4.7092 1.3403 -2.4118
H -2.3405 -0.6897 -5.2097
F -0.6473 3.2615 -0.6139
H 4.2827 -1.6263 0.3137
C -3.2970 -0.4105 -2.6788
H -3.5381 1.3397 -3.8831
H -3.3929 -0.6778 -1.6212
N -1.8936 1.5556 2.5423
H 0.4995 -0.7082 -4.0587
C 3.3917 -1.1626 0.7410
H -0.1888 -1.9338 -5.1520
C -0.4984 5.3761 -3.5475
H -4.9964 -2.9002 2.5163
C -3.6494 -2.0635 1.0766
C -1.8510 2.9225 -2.6570
C -1.4366 4.7184 -4.3138
F -2.9839 3.0635 -4.8183
C -0.9048 3.6684 -1.8736
F 0.6044 5.4053 -1.4604
H -1.1806 -0.3899 4.7567
H -1.5799 0.6475 -4.3335
H 0.6401 -2.1107 5.2409
H 2.4089 3.4482 0.4335
C 1.5554 -0.5906 4.1334
H 0.0142 6.2632 -3.8819
H 0.7168 -2.3974 2.2081
C -1.9727 -4.1019 1.6473
C 2.4692 1.7945 -3.1738
H -0.6883 -3.0794 0.2440
H 2.8073 -1.6881 5.4640
C 2.4025 2.7807 2.5034
H 4.8745 -0.0257 -0.8107
C 2.7303 -0.7901 4.8545
Hg -1.1462 0.5114 -0.4536
C -3.1889 -4.0627 2.3108
H -2.7192 -5.7549 3.5516
C 2.5025 1.5069 3.3206
C 1.1938 3.6481 2.8676
C 2.8108 0.1968 -1.3592
H 1.7653 2.3249 -3.8053
N -2.4850 -2.1108 0.4348
C -2.6595 1.3803 1.6743
N -2.0247 -0.9628 -3.1342
H 0.2683 3.2140 2.4946
O 0.4245 0.7768 2.5143
C -0.2185 -0.8817 -4.8597
H -2.3889 -2.8708 -3.9801
H -2.7752 -2.6703 -2.2779
C -2.0895 3.5733 -3.9102
N -2.3512 1.7977 -2.1708
F -1.7400 5.2119 -5.5478
H -3.8894 -4.6373 4.2596
H 0.0865 -0.2903 -5.7262
C -1.6020 -0.4361 -4.4179
H -0.7122 1.3288 2.6505
H -0.8495 -4.0655 -2.3146
H 3.7076 -0.2912 1.3208
H -4.3866 -5.7283 2.9692
H 4.6932 -0.0860 5.3869
C 1.8799 0.9103 -2.1979
H -4.4018 1.3604 -2.3678
H -4.2796 -1.2103 0.8472
*
```

Computed properties:
- E_LUMO (spin up / spin down): 4.070 / 4.068 eV
- Energy: -68352.42825 eV
- Energy above the lowest of the compared OMol25 structures with the same formula, charge and spin: 0.150 eV
- Orbital gap (spin up / spin down): 4.89 / 5.72 eV